20
Properties=species:S:1:pos:R:3:nbo_charge:R:1 method="wB97M-V/def2-TZVPD" relative_energy_kcal_mol=174.3 homo_energy_ev=-18.9 charge=+2 e_tot_ha=-381.52965
O 1.62311 -1.69652 0.04947 -0.638
C 1.87258 -0.69587 -0.92226 -0.033
C 1.11397 0.62653 -0.65290 -0.216
C -0.36366 0.71033 -0.64263 0.195
C -1.38482 0.01316 0.16781 0.169
C -1.44885 -1.35012 0.57661 -0.399
N -2.49096 0.69874 0.33103 -0.600
N 1.54064 1.27239 0.54667 -0.607
H 1.42471 -1.08024 -1.84090 0.216
H 1.44052 1.31066 -1.45150 0.300
H 0.67172 -1.72614 0.16912 0.453
H -0.81289 1.41345 -1.34511 0.264
H -1.18644 -2.17202 -0.08581 0.296
H -2.22882 -1.53097 1.30529 0.278
H -2.47064 1.71671 0.33567 0.437
H -3.29973 0.33908 0.83171 0.455
H -0.27459 -0.49141 1.67545 0.299
H 2.34615 1.05582 1.12189 0.461
H 2.93960 -0.49713 -0.94763 0.260
H 0.98841 2.08358 0.77801 0.409